Record 1
Formula: C4H7N
Source: OMol25
Level of theory: ωB97M-V/def2-TZVPD

XYZ file:
```
12
Properties=species:S:1:pos:R:3:forces:R:3:lowdin_charge:R:1
H -31.8696 1.1154 -0.6350 0.5 -0.1 -0.5 0.060
N -28.8983 6.0213 -1.5281 -2.6 -3.8 -0.2 0.130
H -29.8834 3.0936 -2.4573 0.5 0.2 0.1 0.126
H -32.2375 2.0045 -2.1825 0.3 -0.1 0.1 0.065
C -31.0708 3.2170 -0.6577 -0.8 -0.1 0.6 -0.231
H -30.3345 2.9791 0.1101 -0.2 -0.9 0.0 0.104
C -29.5529 5.0314 -1.6071 3.4 3.8 0.6 -0.219
H -31.6028 4.0437 -0.1868 -0.4 -0.1 0.0 0.100
H -33.1058 2.2312 -0.6793 0.0 0.6 -0.1 0.059
H -31.1628 4.2654 -2.4151 -0.1 -0.1 -0.6 0.121
C -30.3477 3.8490 -1.8233 -1.4 -0.3 -1.2 -0.243
C -32.1140 2.0698 -1.1015 0.9 0.9 1.2 -0.071
```
Positions in Å, forces in eV/Å.

Properties
* SMILES string: CCCC#N
* LUMO energy: 0.8 eV
* relative energy (zero: lowest compared OMol25 entry of this formula, charge and spin): 14.95 kcal per mole
* 2S+1: 1
* calculated total energy: -5750.7687 eV

Record 2
Formula: C4H7N
Source: OMol25
Level of theory: ωB97M-V/def2-TZVPD

XYZ file:
```
12
Properties=species:S:1:pos:R:3:forces:R:3:lowdin_charge:R:1
C 1.1288 0.6507 1.4331 -0.6 1.1 -0.5 0.017
H 1.9556 0.9599 2.0578 0.5 -0.8 -0.3 0.055
H -1.1752 -1.5337 -1.6883 -0.3 0.0 -0.3 0.082
H -2.1611 0.6939 -0.9911 0.0 -0.6 0.0 0.050
H 0.3113 -2.0488 -1.0860 0.3 -0.1 -0.1 0.072
C -1.2477 0.7345 -0.4119 -0.3 1.0 0.0 0.010
H 0.2418 1.2069 1.7153 -0.2 -0.1 0.1 0.050
H -1.1857 1.6638 0.1329 0.5 0.1 0.0 0.044
C 1.0394 -0.0343 0.2918 -0.6 -0.3 1.1 -0.119
H 1.8357 -0.6869 -0.0421 0.2 0.2 -0.3 0.091
N -0.4622 -1.4261 -1.0025 0.3 0.2 0.3 0.081
C -0.2807 -0.1798 -0.4091 0.3 -0.6 0.0 -0.432
```
Positions in Å, forces in eV/Å.

Properties
* SMILES string: C=CC(=C)N
* LUMO energy: 1.2 eV
* relative energy (zero: lowest compared OMol25 entry of this formula, charge and spin): 29.68 kcal per mole
* 2S+1: 1
* calculated total energy: -5750.1296 eV

Record 3
Formula: C4H7N
Source: OMol25
Level of theory: ωB97M-V/def2-TZVPD

XYZ file:
```
12
Properties=species:S:1:pos:R:3:forces:R:3:lowdin_charge:R:1
H 2.0588 -0.8106 0.5645 -0.5 -0.3 -0.9 0.086
H -1.8449 -0.4476 1.6023 -1.0 -0.1 -1.2 0.042
N 0.8491 0.9141 0.4181 -1.5 0.1 -2.9 0.026
H 2.7647 0.7992 -0.0928 0.4 -0.2 0.8 0.069
H -1.8240 1.3788 1.2190 1.1 0.3 1.5 0.048
H 0.1957 -1.3819 -1.2542 0.2 0.2 0.1 0.067
C 1.9026 0.2229 0.2495 0.8 1.5 0.8 -0.051
H -1.4919 -0.9235 -0.9696 0.0 -0.2 -0.9 0.074
C -0.3671 0.2509 0.1808 1.3 -0.2 1.9 -0.417
C -1.3645 0.3995 1.1242 -0.1 0.2 -0.6 0.023
C -0.4784 -0.5378 -1.0965 -0.6 -1.3 1.3 -0.056
H -0.4000 0.1361 -1.9454 -0.2 0.2 0.0 0.090
```
Positions in Å, forces in eV/Å.

Properties
* SMILES string: C=NC(=C)C
* LUMO energy: 0.3 eV
* relative energy (zero: lowest compared OMol25 entry of this formula, charge and spin): 88.11 kcal per mole
* 2S+1: 1
* calculated total energy: -5747.5959 eV

Record 4
Formula: C4H7N
Source: OMol25
Level of theory: ωB97M-V/def2-TZVPD

XYZ file:
```
12
Properties=species:S:1:pos:R:3:forces:R:3:lowdin_charge:R:1
H -0.1392 1.3836 -0.7179 0.9 1.3 0.3 0.082
H 1.2776 1.6818 0.1809 4.2 0.8 -0.1 0.017
C 0.3087 1.5071 0.3060 -4.7 -2.0 -2.1 -0.041
N 1.1294 -1.9169 -0.6641 1.0 -1.0 -1.0 0.125
C -0.0496 0.0540 0.6137 -0.5 -0.5 -0.9 -0.254
H -1.4600 -0.0773 -1.2233 0.0 -0.1 0.9 0.103
C 0.2904 -1.0640 -0.3416 -1.5 1.5 2.1 -0.345
H -0.2250 2.3674 0.6876 -0.2 -0.3 0.9 0.077
H -0.1088 -0.4215 1.5793 0.1 0.5 0.7 0.121
C -1.1868 -0.6002 -0.2838 2.4 -0.1 -0.6 -0.041
H -1.9745 -1.0974 0.2445 -0.2 -0.6 -0.1 0.078
H 2.1378 -1.8167 -0.3814 -1.5 0.5 0.0 0.078
```
Positions in Å, forces in eV/Å.

Properties
* SMILES string: [H]/N=C1/C[C@@H]1C
* LUMO energy: 1.0 eV
* relative energy (zero: lowest compared OMol25 entry of this formula, charge and spin): 64.79 kcal per mole
* 2S+1: 1
* calculated total energy: -5748.6072 eV

Record 5
Formula: C4H7N2
Source: OMol25
Level of theory: ωB97M-V/def2-TZVPD

XYZ file:
```
13
Properties=species:S:1:pos:R:3:forces:R:3:lowdin_charge:R:1
H -1.2073 0.5377 1.6565 -0.2 1.6 3.6 0.101
C 2.1840 -0.5652 -0.0620 -2.0 1.0 0.2 0.037
H -1.4298 -1.8483 0.6355 1.1 -0.8 0.9 0.100
N 2.8084 0.2208 0.5130 0.6 1.9 1.0 0.211
H 2.3331 -1.4702 -0.5201 -0.3 -2.2 -1.3 0.079
H 3.6581 0.6295 0.8844 -0.3 -0.4 -0.2 0.137
C -1.3454 -1.0131 -0.0091 -0.4 0.1 -1.2 -0.066
H -0.0212 1.8431 -0.4227 -1.2 -1.2 0.4 0.198
H -1.2858 1.2861 -1.2909 -1.6 -0.4 -1.2 0.145
C -0.0590 -0.2399 -0.2874 1.6 -1.7 2.0 -0.110
N -0.7209 1.0486 -0.5210 2.2 1.9 1.8 0.121
H -2.0377 -1.2971 -0.8067 -0.3 1.3 -0.1 0.113
C -1.0889 0.2515 0.7127 0.7 -1.1 -5.9 -0.066
```
Positions in Å, forces in eV/Å.

Properties
* LUMO energy: -3.5 eV
* relative energy (zero: lowest compared OMol25 entry of this formula, charge and spin): 167.23 kcal per mole
* 2S+1: 1
* charge: +1
* calculated total energy: -7228.4865 eV

Record 6
Formula: C4H7N2
Source: OMol25
Level of theory: ωB97M-V/def2-TZVPD

XYZ file:
```
13
Properties=species:S:1:pos:R:3:forces:R:3:lowdin_charge:R:1
H -2.5939 1.7109 0.8754 0.6 0.3 -0.9 0.148
H 0.1245 -2.2360 -0.8645 -0.3 0.4 0.6 0.111
C -1.7021 1.7877 0.1955 -0.3 2.1 2.6 0.021
C -0.2173 -1.8569 0.1176 0.9 -0.8 2.8 -0.039
C -1.1015 0.5360 0.1709 0.7 -4.1 -1.3 0.013
H -1.8629 2.2830 -0.7259 -0.6 -0.2 -1.3 0.106
H 4.1065 -0.1553 -1.1481 0.4 -0.4 0.1 0.069
N 2.1751 0.2433 -0.2021 -0.1 -0.4 0.3 0.062
H -0.9900 2.4900 0.6582 -0.1 -0.2 0.4 0.129
C 3.1863 -0.0935 -0.6185 -0.2 0.9 -0.3 -0.023
H 0.6845 -1.6045 0.8600 -1.7 -1.4 -1.7 0.138
N -0.7903 -0.5722 0.0581 -0.8 3.0 -0.1 0.121
H -1.0188 -2.5325 0.6237 1.7 1.0 -1.0 0.143
```
Positions in Å, forces in eV/Å.

Properties
* LUMO energy: -3.5 eV
* relative energy (zero: lowest compared OMol25 entry of this formula, charge and spin): 68.88 kcal per mole
* 2S+1: 1
* charge: +1
* calculated total energy: -7232.7513 eV

Record 7
Formula: C4H7N2
Source: OMol25
Level of theory: ωB97M-V/def2-TZVPD

XYZ file:
```
13
Properties=species:S:1:pos:R:3:forces:R:3:lowdin_charge:R:1
N -0.1375 -0.0384 0.0919 0.7 -0.3 -1.3 -0.168
H -1.6164 1.5015 0.8810 1.7 -0.9 -1.9 0.183
N 0.1753 -1.4662 -1.1873 1.5 2.1 -0.4 0.071
H 0.4453 -2.0483 -1.9596 -0.6 -1.0 -0.1 0.164
H -0.2642 2.1420 -0.3419 -0.5 -1.2 0.2 0.150
H 1.4498 0.3640 -1.6713 -0.7 -0.5 0.7 0.154
H -1.2545 -2.1463 0.3744 0.6 1.3 -0.6 0.140
H 1.3752 0.9308 1.2424 1.7 0.3 -0.5 0.102
H 0.0555 0.3684 2.2870 -0.1 0.5 -1.7 0.165
C -0.8910 -1.3176 -0.3036 2.2 -0.1 -0.1 0.056
C 0.3606 0.7161 1.2476 -1.7 -0.9 3.0 -0.023
C 0.9145 -0.3101 -0.9688 -3.2 -2.3 0.6 0.043
C -0.6125 1.3039 0.3083 -1.4 3.1 2.1 -0.038
```
Positions in Å, forces in eV/Å.

Properties
* LUMO energy (alpha / beta): -4.6 / -4.6 eV
* relative energy (zero: lowest compared OMol25 entry of this formula, charge and spin): 154.77 kcal per mole
* 2S+1: 1
* charge: +1
* calculated total energy: -7229.0269 eV

Record 8
Formula: C4H7N2
Source: OMol25
Level of theory: ωB97M-V/def2-TZVPD

XYZ file:
```
13
Properties=species:S:1:pos:R:3:forces:R:3:lowdin_charge:R:1
H 2.0978 0.4360 1.7102 -0.9 0.0 -0.1 0.148
C -1.6058 -1.3353 -0.1750 2.1 -2.5 -0.8 0.082
N 2.2129 1.9408 0.2848 -0.6 0.4 -1.7 0.099
H -0.8452 -2.0573 -0.5712 -1.0 0.4 0.1 0.047
H -1.5518 -1.3528 0.8826 -0.9 0.6 0.8 0.018
H -1.9876 -0.6865 -0.9106 -1.0 0.8 -0.1 0.005
N 0.5973 1.3363 -1.0738 1.6 0.2 2.0 0.118
C 0.5896 0.4506 0.0175 -0.4 -0.1 -0.3 -0.023
H 3.1573 2.2003 0.5424 -0.2 0.5 0.0 0.183
C 1.6194 2.1767 -0.8945 -0.5 -0.5 0.4 0.143
C 1.5479 0.8969 0.8847 0.8 -1.8 0.0 -0.030
H -0.2027 1.3208 -1.6592 -0.2 0.6 -1.2 0.162
H -0.1490 -0.4276 -0.1475 1.3 1.4 1.1 0.047
```
Positions in Å, forces in eV/Å.

Properties
* LUMO energy (alpha / beta): -7.4 / -4.0 eV
* relative energy (zero: lowest compared OMol25 entry of this formula, charge and spin): 152.02 kcal per mole
* 2S+1: 1
* charge: +1
* calculated total energy: -7229.1459 eV

Record 9
Formula: C4H7N2
Source: OMol25
Level of theory: ωB97M-V/def2-TZVPD

XYZ file:
```
13
Properties=species:S:1:pos:R:3:forces:R:3:lowdin_charge:R:1
H 2.5625 0.8645 -1.0441 -1.2 -0.2 2.2 0.150
C -2.9269 0.0216 -0.5792 1.1 -0.2 -2.8 -0.089
H 0.0879 -0.2301 1.4651 -0.4 0.0 -0.6 0.186
C -1.6100 -0.1003 0.1677 -6.4 2.9 0.3 -0.161
H -3.4613 -0.9038 -0.5039 -0.7 -0.2 0.0 0.089
H 0.3617 0.0966 -1.4724 0.3 -0.1 1.3 0.203
H -3.0304 0.5270 -1.6590 0.2 -0.6 2.8 0.153
N -2.5938 0.6997 0.6593 3.6 -2.3 -1.1 0.224
H 1.6180 1.3462 0.6473 1.5 0.0 -1.1 0.120
H 2.5599 -0.1039 0.4921 0.8 -1.6 0.7 0.071
N 0.6361 0.0306 -0.4602 0.7 -0.1 -2.1 0.051
C -0.2674 -0.1696 0.4143 1.8 0.3 2.0 -0.025
C 1.9910 0.5622 -0.0705 -1.4 2.1 -1.5 0.028
```
Positions in Å, forces in eV/Å.

Properties
* SMILES string: C/[NH+]=C/C1=NC1
* LUMO energy: -6.1 eV
* relative energy (zero: lowest compared OMol25 entry of this formula, charge and spin): 118.20 kcal per mole
* 2S+1: 1
* charge: +1
* calculated total energy: -7230.6126 eV